This record from the OMol25 dataset describes a structure of composition C12H14BN9Pt in a non-equilibrium geometry. The level of theory is the ωB97M-V functional and the def2-TZVPD basis.

Structure (ORCA input):
```
! wB97M-V def2-TZVPD RIJCOSX def2/J DEFGRID3
* xyz 2 3
C -0.09 2.89 0.78
N 0.10 1.64 0.30
N 0.26 1.65 -1.04
C 0.17 2.93 -1.44
C -0.05 3.75 -0.33
B 0.42 0.38 -1.93
N 1.58 -0.50 -1.39
N 1.67 -0.80 -0.06
C 2.77 -1.58 0.11
C 3.39 -1.77 -1.15
C 2.60 -1.06 -2.06
Pt 0.21 -0.02 1.23
N -0.90 -0.44 -2.01
N -1.51 -0.94 -0.89
C -2.65 -1.51 -1.32
C -2.78 -1.37 -2.74
C -1.63 -0.68 -3.12
H -3.32 -1.99 -0.63
H -1.28 -0.35 -4.09
H -3.58 -1.73 -3.37
H 0.70 0.76 -3.03
H 2.69 -0.92 -3.12
H 0.27 3.16 -2.49
H 4.29 -2.34 -1.36
H -0.17 4.82 -0.32
H 3.05 -1.94 1.08
H -0.24 3.07 1.82
H -0.65 -1.67 1.04
C -0.04 -1.79 2.03
H 0.76 -2.46 1.86
H 0.61 -0.75 2.64
H -0.71 -1.91 2.84
N -1.40 0.84 2.14
C -1.41 0.58 3.31
N -1.26 0.05 4.47
C -1.03 0.72 5.64
N -0.84 1.26 6.63
*
```

## Properties
M, g/mol: 490.2
Strongest force on any atom, eV Å⁻¹: 4.66
HOMO-LUMO gap (spin up / spin down), Ha: 0.271 / 0.095
HOMO (spin up / spin down), Ha: -0.5615 / -0.5546
E, eV: -29981.6914
Expectation value of S²: 2.034

This record from the OMol25 dataset describes a structure of composition C12H14BN9Re in a non-equilibrium geometry. The level of theory is the ωB97M-V functional and the def2-TZVPD basis.

Structure (ORCA input):
```
! wB97M-V def2-TZVPD RIJCOSX def2/J DEFGRID3
* xyz 2 4
H -0.27 2.68 2.01
N 0.30 1.57 0.28
B 0.76 0.73 -2.08
N 0.70 1.88 -1.03
C 0.77 3.21 -1.12
Re -0.35 -0.32 0.72
H 1.09 3.73 -2.02
C 0.37 3.77 0.10
H 0.27 4.80 0.35
C 0.09 2.74 0.98
H 1.26 1.18 -3.08
C -1.60 -2.30 1.58
H -1.88 -1.58 2.36
H -0.96 -3.11 2.00
H -2.51 -2.74 1.18
N -0.70 0.18 -2.24
N 1.66 -0.36 -1.44
N -1.38 -0.25 -1.10
N 1.35 -0.87 -0.12
C -1.50 -0.02 -3.29
C 2.65 -1.08 -1.97
H -1.17 0.26 -4.29
H 3.05 -0.86 -2.95
C -2.70 -0.59 -2.88
C 3.05 -2.04 -1.04
C -2.61 -0.73 -1.50
C 2.29 -1.87 0.11
H -3.54 -0.86 -3.50
H 3.81 -2.77 -1.18
H -3.31 -1.12 -0.78
H 2.30 -2.36 1.07
H -1.05 -1.93 0.54
N -0.25 0.02 2.52
C -0.20 0.06 3.72
N 0.07 -0.22 4.89
C 0.05 0.38 6.06
N 0.09 0.80 7.15
*
```

## Properties
M, g/mol: 481.3
Strongest force on any atom, eV Å⁻¹: 4.52
HOMO-LUMO gap (spin up / spin down), Ha: 0.271 / 0.244
HOMO (spin up / spin down), Ha: -0.5842 / -0.5962
E, eV: -28870.2962
Expectation value of S²: 3.779

This record from the OMol25 dataset describes a cluster of 3 separate species, C12H14Br2FNO13S2 in total in a non-equilibrium geometry. The level of theory is the ωB97M-V functional and the def2-TZVPD basis.

Structure (ORCA input):
```
! wB97M-V def2-TZVPD RIJCOSX def2/J DEFGRID3
* xyz 0 1
C -4.04 1.96 -0.53
C -2.54 1.83 -1.11
Br -1.10 2.18 0.24
C -2.23 1.49 -2.45
Br -3.68 1.10 -3.79
C -0.75 1.41 -3.00
O -0.44 2.17 -4.22
C -0.58 1.26 -5.32
O -1.05 1.60 -6.41
O -0.09 0.01 -4.85
C -0.10 -0.01 -3.38
C 1.47 0.07 -3.00
O 1.94 -0.81 -2.25
N 2.40 1.10 -3.53
C 2.70 2.15 -2.56
O 3.24 2.01 -1.46
F 2.25 3.47 -2.93
H -4.83 1.96 -1.34
H -4.07 3.01 -0.03
H -4.19 1.14 0.27
H 0.01 1.84 -2.27
H -0.56 -0.97 -2.96
H 2.06 1.48 -4.42
C 3.06 1.43 1.87
C 2.35 0.18 1.38
O 2.37 -0.72 2.49
S 2.30 0.14 3.87
O 0.94 0.16 4.32
O 3.39 -0.27 4.71
O 2.65 1.59 3.23
H 4.15 1.30 1.86
H 2.79 2.31 1.29
H 2.84 -0.26 0.52
H 1.30 0.39 1.14
C -1.57 -3.57 4.24
C -0.22 -3.60 3.53
O -0.53 -3.84 2.16
S -1.96 -3.15 1.81
O -1.70 -1.87 1.21
O -2.80 -4.13 1.21
O -2.45 -2.90 3.33
H -1.95 -4.58 4.40
H -1.52 -3.03 5.19
H 0.43 -4.38 3.92
H 0.29 -2.63 3.60
*
```

## Properties
M, g/mol: 623.2
SMILES: C/C(Br)=C(\Br)[C@@H]1OC(=O)O[C@H]1C(=O)NC(=O)F.O=S1(=O)OCCO1.O=S1(=O)OCCO1
Strongest force on any atom, eV Å⁻¹: 5.32
HOMO-LUMO gap, Ha: 0.347
HOMO, Ha: -0.3663
E, eV: -205246.9179

This record from the OMol25 dataset describes a structure of composition C12H14BrHfO4S in a non-equilibrium geometry. The level of theory is the ωB97M-V functional and the def2-TZVPD basis.

Structure (ORCA input):
```
! wB97M-V def2-TZVPD RIJCOSX def2/J DEFGRID3
* xyz 2 2
Hf -0.99 -0.74 -0.47
C -0.91 1.88 -1.50
O -1.86 0.81 -1.30
C -2.48 0.37 -2.52
C -1.62 -0.73 -3.14
O -1.34 -1.70 -2.13
C -2.41 -2.64 -1.90
H -1.31 2.60 -2.21
H 0.06 1.50 -1.86
H -0.80 2.40 -0.55
H -2.60 1.21 -3.21
H -3.47 -0.01 -2.26
H -0.64 -0.34 -3.46
H -2.11 -1.19 -4.00
H -2.76 -3.04 -2.86
H -3.26 -2.18 -1.37
H -1.99 -3.46 -1.32
Br 4.93 1.38 4.54
C 3.47 1.29 3.35
C 3.06 2.45 2.68
C 2.02 2.39 1.75
C 1.39 1.20 1.49
C 1.77 0.03 2.20
C 2.82 0.09 3.14
C 1.05 -1.16 1.95
O 1.04 -2.23 2.72
O 0.30 -1.29 0.84
H 3.54 3.38 2.90
H 1.72 3.30 1.26
H 0.56 1.13 0.79
H 3.12 -0.80 3.68
S 0.05 -3.44 2.06
C -0.36 -2.48 0.72
*
```

## Properties
M, g/mol: 512.7
Strongest force on any atom, eV Å⁻¹: 3.67
HOMO-LUMO gap (spin up / spin down), Ha: 0.182 / 0.245
HOMO (spin up / spin down), Ha: -0.4760 / -0.5209
E, eV: -103020.7935
Energy above the lowest of the compared OMol25 structures with the same formula, charge and spin, eV: 7.3088
Expectation value of S²: 1.235